Entry 1:
Here is 3 unconnected molecules or ions with the total composition C3H7NOS in a non-equilibrium geometry from the Open Molecules 2025 dataset. Energies are from wB97M-V/def2-TZVPD.

Each line ends with the natural charge from an NBO analysis.
Positions of all 13 atoms, in Å:
C (4.54742, -0.82430, -0.14781)  -0.24
C (0.70242, 1.08941, -0.23944)  -0.81
C (4.30592, 0.24685, 0.35627)  -0.24
N (-1.77276, 1.43461, 0.37075)  -1.07
O (-4.07536, -0.48165, 0.33935)  -0.96
S (-0.67920, 0.37972, 0.24646)  1.00
H (4.88088, -1.66406, -0.80500)  0.25
H (-4.97476, -0.68352, 0.59801)  0.48
H (1.00063, 2.11171, -0.08862)  0.23
H (1.55707, 0.45292, -0.13824)  0.22
H (4.01710, 1.15559, 0.74496)  0.23
H (-2.79885, 1.11297, 0.40166)  0.42
H (-3.72905, -1.19749, -0.23298)  0.48

## Properties
Charge = 0
Orbital gap = 8.782 eV
Lowest unoccupied orbital energy = 0.40 eV
E_tot = -17592.45458 eV

---

Entry 2:
Here is a molecular structure, C11H29BaF3NO10S in a non-equilibrium geometry from the Open Molecules 2025 dataset. Energies are from wB97M-V/def2-TZVPD.

Each line ends with the natural charge from an NBO analysis.
Positions of all 56 atoms, in Å:
Ba (0.44168, 6.89903, -2.09046)  1.95
C (-3.96865, 0.10991, -2.96878)  0.75
F (-4.52998, -0.72448, -3.77654)  -0.29
F (-4.83461, 0.82532, -2.26859)  -0.33
F (-3.10486, -0.44989, -2.09798)  -0.33
S (-2.99899, 1.43835, -3.97720)  2.25
O (-2.49519, 2.43263, -2.97071)  -1.05
O (-1.86153, 0.63980, -4.50518)  -1.02
O (-3.82838, 1.98514, -5.01912)  -0.98
C (-6.26671, 8.02260, -1.58864)  -0.63
C (-4.86368, 7.56016, -2.13068)  -0.07
C (-4.76781, 7.77887, -3.64830)  -0.07
O (-3.45401, 7.45331, -4.21149)  -0.60
C (-3.21725, 7.72143, -5.61666)  -0.25
N (-3.76502, 8.23211, -1.36204)  -0.88
H (-6.74870, 7.08723, -1.30428)  0.23
H (-6.89889, 8.59409, -2.26824)  0.22
H (-6.13371, 8.61298, -0.68208)  0.21
H (-4.74344, 6.50658, -1.87849)  0.21
H (-5.04422, 8.79114, -3.94327)  0.17
H (-5.45198, 7.15887, -4.22762)  0.21
H (-3.85269, 7.11389, -6.26103)  0.21
H (-2.15552, 7.52343, -5.76373)  0.17
H (-3.24188, 8.81079, -5.64477)  0.17
H (-3.71339, 9.15904, -1.75985)  0.35
H (-3.91652, 8.42024, -0.38135)  0.37
C (3.63816, 5.66550, -6.26879)  -0.08
C (3.54220, 7.16609, -6.57761)  -0.11
O (3.20024, 7.79299, -5.35518)  -0.74
O (2.42986, 5.24264, -5.77132)  -0.74
H (4.36902, 5.37577, -5.51380)  0.16
H (3.76549, 5.05867, -7.16525)  0.18
H (2.80641, 7.32602, -7.36573)  0.18
H (4.34563, 7.59052, -7.17966)  0.20
H (3.50695, 8.68997, -5.50670)  0.48
H (2.51547, 4.28668, -5.75149)  0.48
C (3.77334, 10.21238, 0.18016)  -0.10
C (4.18638, 8.80321, 0.69850)  -0.09
O (4.29295, 7.87853, -0.33577)  -0.75
O (2.40235, 10.23072, -0.09969)  -0.73
H (4.32633, 10.46087, -0.72568)  0.17
H (3.98354, 10.99094, 0.91348)  0.18
H (3.42019, 8.30814, 1.29513)  0.18
H (5.13472, 8.87469, 1.23109)  0.19
H (5.21705, 7.64481, -0.44985)  0.49
H (2.46362, 10.94686, -0.73607)  0.47
C (1.90650, 2.78733, 1.34347)  -0.09
C (0.49101, 3.10229, 1.95976)  -0.09
O (0.13569, 4.45550, 2.00097)  -0.76
O (1.90183, 3.16459, -0.04110)  -0.75
H (2.21798, 1.76866, 1.57456)  0.19
H (2.64133, 3.44798, 1.80355)  0.16
H (0.46013, 2.70559, 2.97454)  0.18
H (-0.21948, 2.70205, 1.23650)  0.19
H (-0.45908, 4.65242, 2.72835)  0.49
H (2.64405, 2.71589, -0.45266)  0.48

## Properties
Charge = +1
Orbital gap = 3.432 eV
Lowest unoccupied orbital energy = -5.52 eV
E_tot = -53511.23790 eV

---

Entry 3:
Here is a molecular structure, C6H10CrO3 in a non-equilibrium geometry from the Open Molecules 2025 dataset. Energies are from wB97M-V/def2-TZVPD.

Each line ends with the Mulliken spin population.
Positions of all 20 atoms, in Å:
O (-0.85867, 2.26053, -0.71874)  -0.05
Cr (0.64076, 3.85375, -1.32679)  4.13
O (1.28489, 2.19968, -0.20501)  -0.06
C (0.11622, 1.84831, -0.06583)  -0.01
O (-0.13865, 0.56619, 0.48175)  -0.01
C (0.99231, -0.36937, 0.70449)  0.00
H (0.63506, -0.96375, 1.55042)  0.00
H (1.82856, 0.28509, 0.95859)  0.00
C (1.25612, -1.19159, -0.51054)  0.00
C (2.38968, -1.09777, -1.20494)  0.00
H (0.49164, -1.91978, -0.79499)  0.00
H (2.57805, -1.74491, -2.06260)  0.00
H (3.13660, -0.33415, -0.97683)  0.00
C (-1.63729, 0.14589, 0.05466)  0.00
C (-2.09840, -0.85017, 1.08727)  0.00
H (-2.39109, 0.92905, -0.03810)  0.00
H (-1.47478, -0.31253, -0.92687)  0.00
H (-2.12207, -0.40656, 2.08997)  0.00
H (-3.12526, -1.12706, 0.81526)  0.00
H (-1.50367, -1.77086, 1.08882)  0.00

## Properties
Charge = +2
Orbital gap (alpha / beta) = 5.703 / 7.062 eV
Lowest unoccupied orbital energy (alpha / beta) = -11.58 / -10.22 eV
E_tot = -40926.92587 eV
2S+1 = 5
Expectation value of S² = 6.03

---

Entry 4:
Here is a single CH3NO4S molecule in a non-equilibrium geometry from the Open Molecules 2025 dataset. Energies are from wB97M-V/def2-TZVPD.

Each line ends with the natural charge from an NBO analysis.
Positions of all 10 atoms, in Å:
C (-1.31504, 0.98263, 0.03020)  0.19
N (0.92443, -0.22226, 0.62613)  -0.57
O (-1.35552, 1.69628, -0.92960)  -0.43
O (-0.23677, -0.99898, -1.46517)  -0.91
O (-1.15791, -1.61655, 0.81172)  -0.90
O (1.78569, 0.55369, -0.17946)  -0.52
S (-0.48750, -0.71670, -0.07314)  2.14
H (-1.54863, 1.30288, 1.04054)  0.16
H (1.28264, -0.92089, 1.12371)  0.37
H (2.10861, -0.06009, -0.98493)  0.48

## Properties
Charge = 0
SMILES = O=CS(=O)(=O)NO
Orbital gap = 10.421 eV
Lowest unoccupied orbital energy = -0.14 eV
E_tot = -21597.19417 eV

---

Entry 5:
Here is a molecular structure, C5H10MgO3Pb in a non-equilibrium geometry from the Open Molecules 2025 dataset. Energies are from wB97M-V/def2-TZVPD.

Each line ends with the natural charge from an NBO analysis.
Positions of all 20 atoms, in Å:
O (-0.53875, -1.60347, -1.37500)  -1.05
C (-1.24854, -0.52693, -1.89904)  -0.08
C (-1.95395, 0.30690, -0.83417)  -0.10
O (-1.01134, 0.47171, 0.23034)  -0.67
C (-1.25445, 1.49787, 1.17440)  -0.26
Mg (0.02880, -1.26900, 0.42977)  1.69
H (-2.01092, -0.83647, -2.63757)  0.16
H (-0.53030, 0.14509, -2.41164)  0.16
H (-2.85053, -0.19399, -0.43494)  0.17
H (-2.26208, 1.28947, -1.22114)  0.19
H (-0.98920, 1.08754, 2.15562)  0.18
H (-0.58806, 2.34810, 0.97027)  0.22
H (-2.30281, 1.82196, 1.09260)  0.19
C (2.06686, -1.64669, 1.15734)  -1.00
C (2.72555, -0.72573, 0.30984)  0.35
O (2.86065, 0.48281, 0.67436)  -0.76
Pb (2.46307, 2.47445, 0.13143)  -0.03
H (1.98560, -1.36936, 2.21676)  0.24
H (2.21348, -2.70361, 0.90688)  0.24
H (3.19691, -1.05067, -0.63612)  0.17

## Properties
Charge = 0
Orbital gap (alpha / beta) = 4.274 / 4.124 eV
Lowest unoccupied orbital energy (alpha / beta) = -0.77 / -0.86 eV
E_tot = -22179.50211 eV

---

Entry 6:
Here is 2 unconnected molecules or ions with the total composition C6H12N2 in a non-equilibrium geometry from the Open Molecules 2025 dataset. Energies are from wB97M-V/def2-TZVPD.

Each line ends with the natural charge from an NBO analysis.
Positions of all 20 atoms, in Å:
C (0.11664, -1.04109, 3.22013)  -0.65
C (-0.05557, 0.97172, 0.21356)  0.18
C (-0.23406, -0.34848, 2.01116)  0.12
C (-1.53188, -0.03398, 1.54031)  -0.16
N (0.70711, 0.24764, 1.12575)  -0.48
N (-1.41473, 0.74330, 0.33203)  -0.52
H (0.37462, 1.31985, -0.70057)  0.21
H (-2.02847, 1.06423, -0.26154)  0.40
H (-2.37108, 0.21871, 2.23737)  0.21
H (0.32844, -2.05781, 2.95897)  0.23
H (-0.75051, -0.84541, 3.84655)  0.22
H (0.94206, -0.61922, 3.91100)  0.23
C (0.93220, -0.62138, -2.17997)  -0.62
C (0.52270, 0.71069, -2.79078)  -0.61
H (0.17561, -1.38021, -2.40317)  0.21
H (1.74255, -1.02049, -2.86556)  0.20
H (1.33872, -0.51433, -1.22856)  0.23
H (1.32780, 1.46760, -2.82088)  0.21
H (-0.47690, 1.18330, -2.35473)  0.18
H (0.35473, 0.55539, -3.79109)  0.21

## Properties
Charge = 0
SMILES = Cc1c[nH]cn1.CC
Orbital gap = 9.405 eV
Lowest unoccupied orbital energy = 0.95 eV
E_tot = -9394.64023 eV

---

Look up the charge of the first one.
0

---

Look up the E_tot of the first one.
-17592.45458 eV